1.
Formula: C2H2N4O
Source: the Open Molecules 2025 dataset
Level of theory: the ωB97M-V functional and the def2-TZVPD basis

Properties
- SMILES: O=c1cn[nH]nn1

Positions of all 9 atoms, in Å:
C (-0.508, 0.975, -0.367)
O (-2.343, -0.263, 0.319)
N (1.317, -0.154, 0.185)
H (2.378, -0.241, 0.716)
N (0.784, 0.982, 0.061)
N (-0.406, -1.494, -0.244)
N (0.840, -1.397, -0.106)
C (-1.158, -0.360, -0.114)
H (-0.905, 1.951, -0.450)


2.
Formula: C2H2N4O2
Source: the Open Molecules 2025 dataset
Level of theory: the ωB97M-V functional and the def2-TZVPD basis

Properties
- SMILES: [H]/N=c1/nnc(=O)o[nH]1

Positions of all 10 atoms, in Å:
O (0.682, 2.292, 1.749)
N (0.122, -1.128, 0.408)
C (-0.013, -0.581, -0.861)
N (1.391, 1.065, -0.018)
H (-1.732, -1.167, -1.504)
N (1.056, 0.433, -0.969)
O (-0.263, 0.137, 1.421)
N (-0.934, -0.656, -1.816)
C (0.529, 1.218, 1.129)
H (-0.839, -1.614, 0.460)


3.
Formula: C2H2N4O2
Source: the Open Molecules 2025 dataset
Level of theory: the ωB97M-V functional and the def2-TZVPD basis

Properties
- SMILES: [H]/N=C\n1nnc(=O)o1

Positions of all 10 atoms, in Å:
C (-1.559, 0.254, -0.043)
N (0.444, 1.363, 0.115)
N (-0.229, 0.200, 0.811)
C (2.005, -0.186, -0.188)
H (-1.872, -1.747, -0.192)
N (-2.248, -0.696, -0.271)
H (-1.864, 1.263, -0.054)
O (2.973, -0.806, 0.102)
N (1.615, 1.188, -0.343)
O (0.735, -0.834, 0.061)


4.
Formula: C2H2N4O2
Source: the Open Molecules 2025 dataset
Level of theory: the ωB97M-V functional and the def2-TZVPD basis

Properties
- SMILES: O=C(O)n1ncnn1

Positions of all 10 atoms, in Å:
H (-2.872, 0.992, -0.056)
H (2.898, 1.257, 0.173)
N (0.085, -0.009, -0.060)
C (2.018, 0.649, 0.073)
C (-1.337, -0.110, 0.021)
N (0.833, -1.121, -0.119)
O (-1.893, -1.170, 0.126)
N (2.052, -0.701, -0.022)
N (0.774, 1.125, 0.056)
O (-1.897, 1.103, -0.084)


Values for HOMO level, eV, ordered as above
-9.78, -9.81, -10.86, -11.38
Values for Kohn-Sham gap, eV, ordered as above
9.041, 8.025, 9.627, 11.285
Values for ΔE to the lowest compared entry with this formula, charge and spin, kcal per mole, ordered as above
50.7, 146.3, 157.6, 50.0